{"formula": "C25H39BCoN6O5S3", "method": "ωB97M-V/def2-TZVPD", "total_charge": 1, "total_energy_ev": -116545.3385, "de_lowest_kj_mol": 73.8, "symbols": ["Co", "O", "C", "O", "C", "O", "C", "C", "O", "O", "H", "H", "H", "H", "H", "C", "C", "C", "C", "N", "C", "C", "N", "B", "N", "C", "C", "N", "C", "S", "C", "C", "C", "C", "N", "C", "C", "N", "C", "S", "C", "C", "C", "C", "C", "S", "H", "H", "H", "H", "H", "H", "H", "H", "H", "H", "H", "H", "H", "H", "H", "H", "H", "H", "H", "H", "H", "H", "H", "H", "H", "H", "H", "H", "H", "H", "H", "H", "H", "H"], "xyz": [[-0.23, 0.10, 0.55], [-3.88, -0.73, 2.52], [-2.79, -0.24, 1.98], [-1.95, -0.92, 1.43], [-2.71, 1.26, 2.10], [-1.55, 1.77, 1.51], [-0.67, 2.44, 2.41], [0.35, 1.45, 3.03], [0.93, 1.77, 4.04], [0.46, 0.38, 2.34], [-3.92, -1.70, 2.44], [-2.78, 1.52, 3.16], [-3.59, 1.68, 1.60], [-1.21, 2.96, 3.20], [-0.11, 3.17, 1.82], [-2.49, 3.69, -1.16], [-2.49, 3.25, -2.63], [-2.49, 4.50, -3.50], [-3.73, 2.43, -3.00], [-1.26, 2.46, -2.92], [-0.28, 2.89, -3.79], [0.65, 1.92, -3.86], [0.26, 0.89, -3.04], [1.11, -0.41, -2.98], [2.35, -0.25, -2.07], [3.49, -0.97, -2.33], [4.41, -0.64, -1.40], [3.85, 0.29, -0.56], [2.58, 0.52, -0.99], [1.43, 1.58, -0.28], [4.56, 0.94, 0.59], [4.62, 2.45, 0.34], [5.99, 0.40, 0.65], [3.85, 0.57, 1.90], [0.27, -1.65, -2.59], [-0.48, -2.28, -3.55], [-1.01, -3.39, -3.00], [-0.60, -3.45, -1.69], [0.16, -2.35, -1.44], [0.89, -1.91, 0.06], [-0.87, -4.62, -0.79], [0.47, -5.26, -0.41], [-1.67, -4.19, 0.44], [-1.69, -5.65, -1.56], [-0.90, 1.24, -2.45], [-1.74, 0.29, -1.26], [-3.39, 4.27, -0.96], [-1.62, 4.32, -0.95], [-2.47, 2.84, -0.49], [-3.41, 5.05, -3.32], [-2.45, 4.24, -4.56], [-1.66, 5.17, -3.27], [-4.62, 3.04, -2.84], [-3.82, 1.53, -2.39], [-3.69, 2.14, -4.05], [-0.31, 3.83, -4.30], [1.56, 1.87, -4.44], [1.50, -0.61, -4.09], [3.55, -1.67, -3.14], [5.41, -1.01, -1.27], [5.13, 2.65, -0.60], [5.18, 2.93, 1.15], [3.63, 2.89, 0.31], [6.54, 0.63, -0.27], [6.02, -0.67, 0.84], [6.50, 0.90, 1.47], [2.83, 0.95, 1.94], [4.40, 1.00, 2.74], [3.81, -0.51, 2.02], [-0.56, -1.89, -4.55], [-1.65, -4.13, -3.45], [1.10, -4.57, 0.16], [1.01, -5.56, -1.31], [0.30, -6.14, 0.20], [-1.11, -3.52, 1.08], [-1.93, -5.08, 1.01], [-2.58, -3.68, 0.12], [-1.16, -6.02, -2.44], [-2.66, -5.25, -1.86], [-1.87, -6.50, -0.90]], "mulliken_charge": [1.40, -0.50, 0.41, -0.51, -0.60, -0.18, -0.83, 0.89, -0.70, -0.77, 0.41, 0.56, 0.36, 0.47, 0.27, -1.33, 1.23, -2.24, -1.54, 0.55, -0.23, -1.36, 0.22, 0.97, -0.01, -1.28, -0.26, 0.54, 0.12, -0.29, 1.24, -1.51, -2.23, -1.48, 0.16, -1.22, -0.36, 0.52, 0.15, -0.42, 1.23, -1.56, -1.55, -2.19, 0.17, -0.22, 0.52, 0.38, 0.01, 0.45, 0.53, 0.49, 0.48, 0.29, 0.40, 0.57, 0.65, -0.20, 0.65, 0.56, 0.40, 0.48, 0.27, 0.52, 0.48, 0.45, 0.16, 0.52, 0.34, 0.65, 0.58, 0.34, 0.39, 0.48, 0.34, 0.49, 0.37, 0.51, 0.47, 0.45]}

***

{"formula": "C25H39Cl3GeIrN3O2Si4Te", "method": "ωB97M-V/def2-TZVPD", "s2": 6.064, "total_charge": 2, "total_energy_ev": -170837.9598, "de_lowest_kj_mol": 21.6, "multiplicity": 5, "symbols": ["Ir", "C", "O", "C", "C", "C", "C", "C", "C", "N", "N", "C", "C", "C", "C", "O", "C", "N", "C", "C", "C", "C", "H", "H", "H", "H", "H", "H", "H", "H", "H", "H", "H", "H", "Cl", "Ge", "Cl", "Cl", "C", "Si", "C", "C", "Si", "Te", "Si", "C", "C", "C", "Si", "C", "C", "C", "H", "H", "H", "H", "H", "H", "H", "H", "H", "H", "H", "H", "H", "H", "H", "H", "H", "H", "H", "H", "H", "H", "H", "H", "H", "H", "H"], "xyz": [[0.70, -1.15, -0.83], [7.48, 3.20, 1.38], [8.33, 2.06, 1.21], [7.90, 0.86, 1.57], [8.82, -0.19, 1.40], [8.46, -1.47, 1.72], [7.16, -1.74, 2.18], [6.26, -0.68, 2.41], [6.63, 0.61, 2.11], [6.86, -3.06, 2.45], [5.76, -3.54, 2.62], [4.52, -3.26, 2.15], [3.42, -3.52, 2.98], [2.15, -3.12, 2.64], [1.91, -2.49, 1.41], [0.75, -2.07, 1.06], [3.01, -2.33, 0.49], [2.71, -1.77, -0.72], [3.66, -1.68, -1.64], [4.95, -2.16, -1.42], [5.28, -2.70, -0.20], [4.30, -2.76, 0.81], [8.03, 4.04, 0.99], [7.25, 3.36, 2.44], [6.55, 3.08, 0.81], [9.81, 0.05, 1.03], [9.15, -2.29, 1.60], [5.30, -0.88, 2.86], [5.94, 1.42, 2.31], [3.62, -3.98, 3.94], [1.32, -3.28, 3.32], [3.40, -1.23, -2.58], [5.68, -2.11, -2.21], [6.27, -3.11, -0.03], [0.92, -1.25, -4.65], [0.92, 0.02, -2.90], [2.64, 1.30, -3.13], [-0.69, 1.43, -3.40], [-6.98, -0.39, -0.51], [-5.44, -1.27, -1.03], [-4.98, -2.63, 0.14], [-5.33, -1.69, -2.83], [-3.63, 0.70, -0.81], [-1.80, -1.01, -0.99], [-4.20, 2.36, -2.54], [-5.95, 2.86, -2.12], [-2.98, 3.68, -2.08], [-4.09, 1.64, -4.24], [-3.78, 1.46, 1.49], [-3.77, -0.04, 2.60], [-2.32, 2.57, 1.77], [-5.39, 2.39, 1.60], [-7.83, -1.05, -0.71], [-7.15, 0.54, -1.06], [-6.98, -0.17, 0.56], [-5.64, -3.49, -0.03], [-5.10, -2.31, 1.18], [-3.95, -2.96, 0.00], [-5.84, -2.65, -3.01], [-4.29, -1.80, -3.16], [-5.81, -0.94, -3.45], [-6.07, 3.12, -1.07], [-6.67, 2.08, -2.38], [-6.20, 3.75, -2.71], [-3.23, 4.14, -1.12], [-2.99, 4.47, -2.84], [-1.96, 3.29, -2.03], [-4.89, 0.93, -4.43], [-3.13, 1.15, -4.40], [-4.17, 2.45, -4.98], [-3.00, -0.75, 2.32], [-4.74, -0.55, 2.59], [-3.58, 0.27, 3.64], [-1.37, 2.08, 1.53], [-2.29, 2.88, 2.82], [-2.39, 3.48, 1.16], [-6.24, 1.80, 1.26], [-5.36, 3.32, 1.04], [-5.58, 2.65, 2.65]], "mulliken_charge": [0.61, -0.83, -0.40, 0.92, -0.68, -0.19, -0.11, -0.38, -0.46, -0.42, -0.23, 0.01, -0.38, -0.87, 0.97, -0.73, 0.17, -0.47, 0.04, -1.20, -0.33, 0.54, 0.25, 0.36, 0.34, 0.47, 0.49, 0.50, 0.44, 0.48, 0.45, 0.42, 0.45, 0.68, -0.31, 0.62, -0.29, -0.33, -0.86, 0.09, -0.86, -0.86, 0.21, -0.03, 0.50, -1.07, -1.01, -0.92, 0.25, -0.97, -0.97, -1.03, 0.45, 0.22, 0.26, 0.40, 0.25, 0.32, 0.42, 0.33, 0.24, 0.26, 0.28, 0.42, 0.28, 0.42, 0.36, 0.30, 0.28, 0.41, 0.34, 0.26, 0.41, 0.28, 0.39, 0.30, 0.30, 0.31, 0.42]}

***

{"formula": "C25H40BN7OSV", "method": "ωB97M-V/def2-TZVPD", "s2": 0.826, "total_charge": 0, "total_energy_ev": -76257.2868, "de_lowest_kj_mol": 23.8, "multiplicity": 2, "symbols": ["V", "C", "C", "C", "C", "N", "N", "B", "N", "N", "C", "C", "C", "C", "C", "C", "C", "C", "N", "N", "C", "C", "C", "C", "C", "C", "C", "C", "C", "C", "C", "C", "H", "H", "H", "H", "H", "H", "H", "H", "H", "H", "H", "H", "H", "H", "H", "H", "H", "H", "H", "H", "H", "H", "H", "H", "H", "H", "H", "H", "H", "H", "H", "H", "H", "H", "H", "H", "H", "H", "H", "H", "O", "C", "N", "S"], "xyz": [[-0.59, -0.24, 0.83], [2.05, 0.66, -3.65], [2.01, 0.75, -2.16], [2.94, 1.26, -1.29], [2.41, 1.12, 0.01], [1.21, 0.53, -0.08], [0.98, 0.32, -1.42], [-0.35, -0.30, -1.90], [-1.48, 0.65, -1.42], [-1.41, 1.28, -0.20], [-2.35, 2.22, -0.16], [-3.06, 2.19, -1.38], [-2.49, 1.19, -2.14], [-2.87, 0.70, -3.49], [-2.61, 3.15, 1.00], [-3.01, 4.52, 0.44], [-3.76, 2.57, 1.83], [-1.37, 3.33, 1.88], [-0.40, -1.74, -1.29], [0.01, -1.94, 0.00], [0.22, -3.25, 0.16], [-0.06, -3.90, -1.06], [-0.45, -2.91, -1.94], [-0.89, -3.03, -3.36], [0.67, -3.89, 1.45], [1.13, -5.32, 1.16], [-0.52, -3.95, 2.43], [1.84, -3.11, 2.05], [3.16, 1.60, 1.24], [4.51, 0.88, 1.30], [3.39, 3.11, 1.08], [2.43, 1.37, 2.56], [3.00, 1.06, -4.01], [1.24, 1.22, -4.10], [1.96, -0.38, -3.98], [3.90, 1.70, -1.56], [-0.38, -0.38, -3.09], [-3.88, 2.82, -1.67], [-3.72, 1.27, -3.86], [-3.15, -0.35, -3.46], [-2.05, 0.81, -4.21], [-3.90, 4.47, -0.18], [-2.20, 4.95, -0.16], [-3.21, 5.21, 1.27], [-4.68, 2.49, 1.23], [-3.97, 3.22, 2.69], [-3.51, 1.58, 2.20], [-0.50, 3.63, 1.28], [-1.12, 2.42, 2.41], [-1.56, 4.11, 2.61], [0.01, -4.95, -1.27], [-0.94, -4.09, -3.64], [-0.20, -2.53, -4.05], [-1.87, -2.59, -3.50], [0.32, -5.94, 0.76], [1.47, -5.79, 2.10], [1.97, -5.33, 0.46], [-1.32, -4.57, 2.02], [-0.92, -2.96, 2.63], [-0.19, -4.40, 3.38], [2.67, -3.07, 1.35], [2.18, -3.60, 2.97], [1.55, -2.09, 2.31], [5.11, 1.08, 0.41], [4.36, -0.20, 1.37], [5.07, 1.21, 2.17], [3.97, 3.34, 0.18], [3.95, 3.50, 1.94], [2.44, 3.65, 1.02], [2.27, 0.32, 2.75], [1.47, 1.87, 2.58], [3.04, 1.78, 3.37], [-4.00, -1.72, -0.80], [-3.19, -1.37, -0.01], [-2.36, -1.01, 0.78], [-0.45, -0.17, 2.85]], "mulliken_charge": [-0.10, -1.52, 0.21, -1.05, -0.44, 0.94, 0.22, -0.31, 0.87, -0.07, -0.07, -1.08, 0.50, -1.52, 2.28, -1.78, -1.73, -1.77, 1.36, 0.16, -0.24, -0.91, 0.39, -1.50, 2.12, -2.22, -1.54, -1.43, 2.45, -1.67, -1.63, -1.59, 0.43, 0.26, 0.25, 0.55, -0.19, 0.42, 0.42, 0.19, 0.25, 0.32, 0.39, 0.45, 0.38, 0.45, 0.30, 0.37, 0.09, 0.55, 0.53, 0.41, 0.24, 0.23, 0.38, 0.44, 0.41, 0.39, 0.19, 0.43, 0.37, 0.49, 0.07, 0.32, 0.30, 0.45, 0.33, 0.45, 0.26, 0.17, 0.18, 0.49, -0.70, 1.08, -0.54, -0.55]}